(1)
Here is a structure of composition C35H55N4OP2Zr in a non-equilibrium geometry from the Open Molecules 2025 dataset. Energies are from wB97M-V/def2-TZVPD.

The geometry in XYZ format:
```
98
Properties=species:S:1:pos:R:3:lowdin_charge:R:1
C -2.0459 -1.1555 -1.6830 -0.3675
C -0.0981 0.0094 -2.5262 -0.3593
C -2.5034 -1.4010 -2.9592 0.0077
C -0.5934 -0.1779 -3.8414 -0.0217
C -1.7769 -0.8921 -4.0584 0.0127
H -3.3835 -1.9428 -3.0997 0.1141
H -0.0239 0.3125 -4.6803 0.1473
H -2.1701 -0.9795 -5.0881 0.1418
N -0.8400 -0.5944 -1.4677 -0.0423
P -2.4426 -0.5515 1.0212 1.0743
P 2.2210 -0.3228 -0.9838 1.0550
C -2.8812 -1.5323 -0.4963 -0.2419
H -3.9321 -1.3881 -0.7166 0.1034
H -2.7348 -2.5853 -0.2840 0.0965
C 1.2089 0.3676 -2.2572 -0.3144
H 1.7974 0.8978 -3.0064 0.0762
C 3.6742 0.8491 -0.3976 -0.6234
C 2.9473 -1.7515 -2.0264 -0.6448
C -3.4935 1.0396 0.8162 -0.6566
C -3.0980 -1.5974 2.4533 -0.6626
C 3.2779 1.5240 0.9259 -0.1006
H 3.0847 0.7972 1.7264 0.0635
H 4.1335 2.1427 1.2222 0.1111
H 2.4069 2.1765 0.8233 0.0465
C 4.9824 0.0741 -0.1418 -0.0645
H 4.8396 -0.7090 0.6182 0.0861
H 5.4265 -0.3607 -1.0466 0.0749
H 5.7089 0.7972 0.2593 0.1123
C 3.8297 1.9048 -1.4854 -0.0689
H 4.6331 2.5835 -1.1746 0.1201
H 4.0776 1.4945 -2.4717 0.0919
H 2.9169 2.5018 -1.5556 0.0409
C 3.6883 -2.7587 -1.1381 -0.0749
H 3.0430 -3.1182 -0.3233 0.0667
H 3.9776 -3.6458 -1.7314 0.1132
H 4.6077 -2.3599 -0.6915 0.0667
C 1.8069 -2.5060 -2.7185 -0.0705
H 1.0531 -2.8481 -2.0084 0.0549
H 1.3137 -1.8997 -3.4819 0.0777
H 2.2042 -3.3996 -3.2233 0.1171
C 3.8504 -1.1570 -3.1180 -0.0608
H 3.3304 -0.3840 -3.7035 0.0814
H 4.7892 -0.7265 -2.7330 0.0737
H 4.1347 -1.9583 -3.8306 0.1206
C -3.1515 -0.7346 3.7258 -0.0707
H -3.4988 -1.3653 4.5601 0.1164
H -2.1520 -0.3590 3.9874 0.0458
H -3.8397 0.1157 3.6449 0.0720
C -2.1006 -2.7483 2.7021 -0.0866
H -2.0267 -3.4385 1.8549 0.0794
H -1.1009 -2.3682 2.9404 0.0418
H -2.4516 -3.3233 3.5739 0.1162
C -4.4796 -2.2086 2.1573 -0.0556
H -4.4803 -2.8060 1.2375 0.0883
H -4.7455 -2.8766 2.9911 0.1137
H -5.2724 -1.4579 2.0853 0.0714
C -3.4395 1.5011 -0.6474 -0.0841
H -3.9968 0.8305 -1.3182 0.0971
H -3.8996 2.5003 -0.7206 0.1131
H -2.4044 1.5885 -1.0128 0.0429
C -2.8534 2.1225 1.6990 -0.0925
H -1.8383 2.3846 1.3536 0.0471
H -3.4758 3.0310 1.6433 0.1116
H -2.7928 1.8280 2.7572 0.0733
C -4.9648 0.8509 1.2011 -0.0653
H -5.4581 0.0748 0.5974 0.0949
H -5.1129 0.6398 2.2684 0.0773
H -5.4892 1.7999 0.9923 0.1166
Zr 0.1369 -0.1105 0.6223 1.4082
C 0.1906 -2.3789 0.3318 -0.1441
O 0.1455 -3.5201 0.1698 0.1824
N 0.1670 1.9486 -0.0244 0.0320
C 0.4174 2.5141 -1.0552 -0.1431
C 0.3641 3.5883 -1.9525 -0.5649
C 1.1148 3.4216 -3.3070 -0.0113
C -1.1232 3.6846 -2.2879 -0.0105
C 0.9332 4.7876 -1.1497 0.0179
H 2.2061 3.2524 -3.1637 0.0839
H 0.6655 2.5676 -3.8731 0.0838
H 0.9797 4.3712 -3.9077 0.1325
H -1.7156 3.7623 -1.3583 0.0941
H -1.3184 4.5794 -2.9050 0.1286
H -1.4213 2.7883 -2.8689 0.1011
H 1.4285 5.5199 -1.8251 0.1179
H 0.0986 5.3432 -0.6877 0.1081
H 1.6533 4.4553 -0.3614 0.1005
N 0.9593 -3.8933 6.9968 0.2493
C 1.0333 -3.1471 6.1169 -0.1144
C 1.1031 -2.2344 4.9903 -0.1547
C 0.3429 -1.0590 4.9604 0.0275
C 0.3235 -0.2889 3.8046 -0.1096
N 0.9650 -0.6852 2.6633 -0.1336
C 1.8690 -1.7080 2.7737 -0.1100
C 1.9183 -2.5225 3.8928 0.0451
H -0.2450 -0.7664 5.8361 0.1546
H -0.2068 0.6658 3.7623 0.1297
H 2.5176 -1.8907 1.9130 0.1087
H 2.5739 -3.3953 3.9032 0.1527
```

- Multiplicity: 1
- LUMO (spin up / spin down): -10.63 / -10.63 eV
- Kohn-Sham gap (spin up / spin down): 4.7 / 4.7 eV
- Net charge: +3
- Maximum force: 0.099 hartree/bohr

=====

(2)
Here is an isolated molecule of C22H31N3O3 from the Open Molecules 2025 dataset. Energies are from wB97M-V/def2-TZVPD.

The geometry in XYZ format:
```
59
Properties=species:S:1:pos:R:3:nbo_charge:R:1
C -0.2881 -1.4143 -3.0920 -0.6318
C 0.3219 -0.0835 -2.6778 -0.0806
H 0.0281 0.7024 -3.3802 0.2101
H 1.4119 -0.1508 -2.6347 0.1890
O -0.1008 0.2972 -1.3632 -0.5408
C -1.1905 1.0685 -1.2796 0.8459
O -1.8100 1.4306 -2.2478 -0.6265
C -1.5657 1.4937 0.1368 -0.1477
C -0.7355 0.8329 1.2472 -0.4103
C 0.4978 1.6729 1.5994 -0.2309
N 1.0127 2.2755 0.3844 -0.4584
C 2.4117 2.6414 0.4547 -0.2570
C 3.2477 1.4068 0.4295 0.3982
N 4.4799 1.2944 0.8301 -0.4686
C 4.8295 -0.0109 0.5806 0.0676
C 6.0243 -0.6841 0.8046 -0.1921
C 6.0862 -2.0155 0.4484 -0.2358
C 4.9951 -2.6770 -0.1176 -0.2178
C 3.7979 -2.0288 -0.3492 -0.2653
C 3.7279 -0.6921 0.0051 0.1606
N 2.7362 0.2480 -0.0809 -0.5765
H 1.7837 0.1489 -0.3958 0.4446
H 2.9537 -2.5405 -0.7879 0.2092
H 5.0922 -3.7201 -0.3809 0.2106
H 7.0018 -2.5659 0.6085 0.2107
H 6.8672 -0.1729 1.2409 0.2204
H 2.6545 3.2436 -0.4281 0.2219
H 2.6683 3.2418 1.3436 0.2000
C 0.1556 3.3567 -0.0639 -0.2180
C -1.3184 3.0166 0.1790 -0.3909
H -1.6308 3.3800 1.1590 0.2096
H -1.9341 3.5070 -0.5754 0.2337
H 0.3934 4.3058 0.4496 0.1755
H 0.3394 3.5019 -1.1343 0.1976
H 0.2445 2.4402 2.3502 0.1673
H 1.2681 1.0351 2.0366 0.2155
H -0.4227 -0.1609 0.9300 0.2162
H -1.3611 0.7121 2.1299 0.2396
C -3.0817 1.2727 0.3172 -0.3909
H -3.5815 1.6737 -0.5667 0.2327
C -3.5784 -0.1625 0.5249 0.1037
C -3.0773 -1.1663 -0.5159 -0.4350
C -3.6734 -2.5428 -0.2259 -0.3959
C -3.3384 -2.9343 1.2115 -0.4277
C -3.8120 -1.8300 2.1562 -0.0593
O -3.2444 -0.5817 1.8377 -0.5473
H -3.5107 -2.0368 3.1855 0.1935
H -4.9114 -1.7591 2.1146 0.1563
H -3.8178 -3.8759 1.4814 0.2119
H -2.2581 -3.0514 1.3168 0.2012
H -3.2791 -3.2828 -0.9249 0.2095
H -4.7588 -2.5054 -0.3506 0.1963
H -3.3595 -0.8218 -1.5114 0.2215
H -1.9912 -1.2315 -0.4570 0.2011
H -4.6830 -0.1292 0.4521 0.1666
H -3.4076 1.8464 1.1869 0.2184
H -1.3685 -1.3234 -3.1689 0.2195
H -0.0500 -2.1858 -2.3631 0.2080
H 0.1092 -1.7087 -4.0591 0.2213
```

- Multiplicity: 1
- LUMO: 0.64 eV
- Kohn-Sham gap: 8.9 eV
- SMILES: CCOC(=O)C1(C[C@H]2CCCCO2)CCN(Cc2nc3ccccc3[nH]2)CC1
- Maximum force: 0.015 hartree/bohr

=====

(3)
Here is the ion C7H11N2 with charge +1 in a non-equilibrium geometry from the Open Molecules 2025 dataset. Energies are from wB97M-V/def2-TZVPD.

The geometry in XYZ format:
```
20
Properties=species:S:1:pos:R:3:nbo_charge:R:1
C -1.2971 1.6170 -0.3116 -0.1634
C -2.2127 0.9375 0.0931 0.1158
C -1.5643 -1.1559 -0.1133 0.3963
C 0.8037 -1.4014 -0.6757 -0.2225
C 1.4642 1.0578 -0.7839 -0.6375
C 0.9789 0.0140 1.4864 -0.6312
C 0.8385 -0.0735 -0.0091 0.1902
N -0.4195 -0.6553 -0.4927 -0.3624
N -2.5593 -0.3572 0.2436 -0.5351
H -1.7485 -2.2216 -0.2091 0.2347
H -0.8848 2.5603 -0.5410 0.2581
H 0.9287 -2.3176 -0.1122 0.2238
H 1.1506 -1.4626 -1.7001 0.2349
H 1.3659 2.0035 -0.2594 0.2313
H 1.0428 1.1410 -1.7820 0.2394
H 2.5295 0.8487 -0.8839 0.2533
H 2.0366 0.0692 1.7362 0.2520
H 0.4945 0.9099 1.8684 0.2396
H 0.5528 -0.8545 1.9839 0.2215
H -3.5005 -0.6592 0.4623 0.4612
```

- Multiplicity: 1
- LUMO: -4.14 eV
- Kohn-Sham gap: 10.0 eV
- Net charge: +1
- SMILES: C#C/[NH+]=C\N1CC1(C)C
- Maximum force: 0.051 hartree/bohr

=====

(4)
Here is a cluster of 7 separate species, C11H36N8O7 in total in a non-equilibrium geometry from the Open Molecules 2025 dataset. Energies are from wB97M-V/def2-TZVPD.

The geometry in XYZ format:
```
62
Properties=species:S:1:pos:R:3:nbo_charge:R:1
C 1.5524 2.0859 3.3269 -0.2487
O 2.3147 2.2519 4.4988 -0.7280
H 2.0983 2.3932 2.3983 0.1823
H 0.5389 2.5696 3.4282 0.1767
H 1.4724 0.9964 3.2793 0.1467
H 1.8705 1.7294 5.2787 0.4704
C -0.5451 -1.7111 2.1201 0.7529
O -1.3371 -1.7821 3.1886 -0.7637
N 0.6386 -1.2399 2.1934 -0.8557
N -0.8679 -2.1218 0.9682 -0.9185
H 1.0381 -1.1266 3.1898 0.4306
H 1.2030 -1.1025 1.3048 0.4145
H -1.8722 -2.5427 0.8128 0.4241
H -0.0730 -2.2510 0.1867 0.4191
C -1.1297 1.3181 0.1347 0.7447
O -1.3507 2.3633 -0.7175 -0.7003
N -1.7340 0.1684 0.0143 -0.8859
N 0.0622 1.0933 0.5861 -0.8925
H -2.6984 0.1588 -0.3063 0.4325
H -1.3734 -0.7187 0.4820 0.4133
H 0.7432 1.8274 0.4549 0.4480
H 0.2882 0.4048 1.3110 0.4160
C -4.0789 -1.8068 0.8586 0.7430
O -4.7852 -1.2374 -0.1531 -0.7355
N -3.7762 -1.2133 1.9565 -0.8108
N -3.3498 -2.8329 0.6337 -0.8421
H -4.0282 -0.2409 2.0298 0.4138
H -2.8390 -1.5145 2.4090 0.4390
H -3.3834 -3.3299 -0.3176 0.4236
H -3.3548 -3.5697 1.2932 0.4125
C 2.0181 -1.9342 -0.6390 0.7679
O 3.2846 -2.5775 -0.6169 -0.7027
N 1.8616 -0.7489 -0.1437 -0.8901
N 0.8655 -2.4504 -0.9460 -0.8824
H 2.7271 -0.2497 0.0045 0.4079
H 1.0264 -0.0288 -0.0493 0.4438
H 0.8602 -3.4651 -1.3224 0.4352
H 0.3549 -1.7833 -1.5548 0.4515
C 2.2122 4.3795 -1.1171 -0.6367
C 2.9913 3.1317 -0.8628 0.1037
C 3.8239 3.3526 0.4118 -0.6508
O 2.2863 2.0688 -0.6822 -0.7126
H 2.9522 5.0018 -1.5088 0.2203
H 1.7550 4.7640 -0.2275 0.2114
H 1.2693 4.1965 -1.7204 0.2399
H 3.7587 2.8972 -1.6409 0.1441
H 4.2857 2.4505 0.8756 0.2040
H 3.3066 3.8263 1.2335 0.2098
H 4.8201 3.8829 0.1947 0.2162
H 2.8716 1.3589 -0.8854 0.4732
C -2.8211 -0.9958 -2.8922 -0.6441
C -1.4704 -1.3432 -2.5539 0.1146
C -0.9697 -2.2027 -3.7266 -0.6109
O -0.6036 -0.5207 -2.2902 -0.7123
H -2.9504 -0.2514 -3.6771 0.2169
H -3.4551 -0.7954 -2.0463 0.2356
H -3.3251 -1.9140 -3.1808 0.2084
H -1.6076 -1.9494 -1.7189 0.0878
H -1.7579 -2.8045 -4.1814 0.2122
H -0.1836 -2.7518 -3.2871 0.1797
H -0.6058 -1.6285 -4.5666 0.2211
H -0.8245 0.0663 -1.5258 0.5156
```

- Multiplicity: 1
- LUMO: 0.11 eV
- Kohn-Sham gap: 9.9 eV
- SMILES: NC(N)=O.NC(N)=O.NC(N)=O.NC(N)=O.CC(C)O.CC(C)O.CO
- Maximum force: 0.231 hartree/bohr

=====

> The lowest maximum force belongs to which entry?

C22H31N3O3

=====

> What is the formula in the fourth record?

C11H36N8O7

=====

> Among the records above, which one has the highest maximum force?

C11H36N8O7